Record 1
13
Properties=species:S:1:pos:R:3:forces:R:3 method="wB97M-V/def2-TZVPD" total_energy_ha=-895.98998 mol_weight_da=118.141 relative_energy_ev=3.2736 lumo_ev=0.841 e_homo_ev=-8.33 homo_lumo_gap_ev=9.2 multiplicity=1
C -0.41970 -0.52891 -0.78268 -0.60 -0.01 -1.13
C 0.83251 -0.36710 -0.01676 1.49 0.82 1.30
C 0.51646 0.99205 0.80423 -2.75 -2.52 -4.02
C -1.04720 0.84411 -0.55006 2.55 -0.38 2.46
P 1.86624 1.22722 -0.30674 -1.90 -0.15 -1.88
S -2.70636 0.74009 0.06284 -0.41 0.75 0.02
H -0.29014 -0.72477 -1.86565 -0.31 -0.37 0.44
H -1.09810 -1.27047 -0.29585 0.79 0.17 -0.63
H 1.24384 -1.32041 0.41161 0.07 1.43 -0.04
H 0.24000 0.76582 1.77432 -0.20 0.65 2.09
H -0.81935 1.55851 -1.35370 -0.69 0.04 0.58
H 2.92500 1.07548 0.49411 1.48 -0.80 1.41
H -2.60879 -0.21830 1.03129 0.47 0.38 -0.60

***

Record 2
105
Properties=species:S:1:pos:R:3:forces:R:3 method="wB97M-V/def2-TZVPD" s_squared=6.050 total_energy_ha=-9794.05809 mol_weight_da=1301.425 relative_energy_ev=1.4215 lumo_ev="-3.380 / -5.436" total_charge=+1 e_homo_ev="-10.00 / -10.96" homo_lumo_gap_ev="6.6 / 5.5" multiplicity=5
Pt 0.08517 -0.54094 1.54221 0.44 -0.89 -0.12
Br -2.86479 3.58862 3.23360 0.15 -0.21 0.21
C -1.76933 2.47773 4.26870 -0.52 0.52 -0.04
C -1.69185 2.64371 5.64044 -0.07 0.05 -0.08
C -0.83093 1.86350 6.38531 -0.05 0.19 0.42
Br -0.75688 2.14284 8.24458 -0.04 -0.06 -0.34
C 0.03665 0.91066 5.76963 0.14 -0.26 -0.41
C 1.04016 0.19453 6.44369 -0.05 0.02 0.05
C 1.88809 -0.61332 5.73109 -0.06 0.04 -0.06
C 1.71625 -0.72963 4.35021 0.19 0.02 0.14
N 0.75034 -0.10393 3.70599 -0.29 0.27 -0.52
C -0.08113 0.71097 4.37929 0.47 -0.22 0.61
C -1.03842 1.46264 3.58916 -0.01 -0.13 -0.66
O -1.15238 1.26437 2.35875 -0.36 -0.17 0.80
H -2.29749 3.39710 6.12349 -0.01 -0.02 0.01
H 1.14701 0.30313 7.51354 0.01 0.00 0.01
H 2.68833 -1.15453 6.21338 0.00 -0.01 0.02
H 2.38117 -1.34574 3.76057 -0.06 0.00 -0.05
F -3.43884 -0.32993 1.66248 -0.10 0.19 -0.09
B -2.97524 -1.59859 2.01895 0.14 -0.16 -0.66
F -2.31768 -2.17616 0.87022 -0.01 0.12 0.02
F -1.97714 -1.44728 3.01335 0.08 0.11 0.45
F -3.98703 -2.42798 2.41636 -0.16 -0.13 0.25
O -1.24859 1.55189 -1.46920 0.26 0.27 0.02
S -2.15470 0.34623 -1.27361 -0.54 -0.04 -0.83
C -3.78305 0.95765 -1.73366 -0.06 -0.04 0.28
C -4.89731 0.21766 -1.36970 0.08 -0.04 0.14
C -6.15636 0.68849 -1.70751 -0.01 0.01 -0.09
C -6.28762 1.87814 -2.41006 -0.02 0.00 0.02
C -5.16219 2.60574 -2.77052 0.03 0.01 0.02
C -3.89943 2.15105 -2.42421 0.12 0.05 -0.05
C -1.88717 -0.58011 -2.79917 0.04 -0.24 0.16
C -2.42821 -1.85249 -2.89630 -0.03 -0.01 0.19
C -2.24414 -2.58416 -4.05812 -0.09 0.05 -0.04
C -1.53550 -2.03218 -5.11762 0.04 0.01 0.03
C -0.99413 -0.75981 -5.00407 0.04 -0.08 -0.02
C -1.15736 -0.02904 -3.83618 0.05 0.15 0.06
H -4.78529 -0.69762 -0.80521 0.01 -0.04 0.11
H -7.03529 0.13090 -1.41510 0.00 -0.02 0.01
H -7.27173 2.24570 -2.66674 -0.02 0.00 -0.02
H -5.26214 3.53368 -3.31672 -0.03 0.02 0.00
H -3.01308 2.71550 -2.68209 0.02 0.00 0.00
H -2.98871 -2.25559 -2.06217 0.00 -0.11 0.04
H -2.67134 -3.57442 -4.14321 0.01 -0.01 0.00
H -1.40024 -2.59294 -6.03237 -0.01 -0.03 0.00
H -0.43532 -0.33744 -5.82810 0.01 0.03 -0.01
H -0.72419 0.95713 -3.73295 -0.04 0.03 0.02
C 3.50148 0.38335 1.04753 -0.05 0.14 -0.26
Si 3.58982 1.21989 -0.64509 0.28 -0.16 -0.19
C 4.72646 2.73098 -0.53930 -0.24 -0.25 -0.05
C 4.22287 0.01005 -1.94445 -0.06 0.19 0.24
C 1.85979 1.75665 -1.30962 0.07 -0.26 0.63
Te 0.48172 2.11302 0.26425 1.03 0.40 -0.36
C 1.42454 3.99298 0.76503 -0.73 0.00 -0.45
Si 0.65133 5.35739 -0.36731 0.37 0.37 0.00
C -0.88678 5.99282 0.51554 0.29 -0.12 -0.09
C 1.99916 6.67073 -0.53128 -0.44 -0.11 0.08
C 0.17181 4.71069 -2.08027 0.14 0.03 0.43
H 4.48043 0.00601 1.35005 0.10 0.11 -0.08
H 2.82125 -0.46753 1.02840 0.00 -0.04 -0.01
H 3.15721 1.07462 1.82120 0.01 0.03 0.05
H 5.75908 2.41906 -0.70108 0.04 -0.04 -0.01
H 4.69734 3.22420 0.43290 -0.07 0.00 0.04
H 4.48811 3.47186 -1.30385 0.00 0.02 -0.04
H 5.23045 -0.33157 -1.70465 0.06 0.01 0.01
H 4.24996 0.46861 -2.93373 0.02 0.05 -0.03
H 3.57994 -0.86857 -2.00729 -0.08 -0.01 0.06
H 1.42305 0.94240 -1.88675 -0.02 -0.01 -0.04
H 1.93404 2.63825 -1.94197 -0.08 0.11 0.05
H 2.49855 3.88195 0.63234 0.03 -0.11 -0.06
H 1.19732 4.21767 1.80681 -0.01 -0.04 0.04
H -0.66909 6.30289 1.53845 0.06 0.00 0.03
H -1.66520 5.22912 0.56029 -0.03 -0.05 -0.04
H -1.29962 6.85810 -0.00397 -0.01 0.00 -0.07
H 2.29499 7.05835 0.44410 0.01 0.01 0.05
H 1.63217 7.51270 -1.11979 0.01 0.05 -0.04
H 2.89334 6.28792 -1.02373 -0.01 -0.10 -0.03
H -0.34499 3.75212 -2.00811 -0.10 -0.02 -0.14
H 1.03147 4.59422 -2.74044 0.06 -0.03 0.01
H -0.50627 5.41520 -2.56318 -0.04 0.07 0.06
C -1.14659 -6.08038 -1.13404 0.12 0.20 0.06
C -1.03605 -4.96875 -0.10742 -0.51 -0.31 0.01
C -1.31334 -5.46130 1.29960 0.07 0.19 -0.03
O 0.34214 -4.49091 -0.22762 0.31 0.31 0.16
P 1.04660 -3.24062 0.40972 0.39 -0.23 0.29
S 0.78063 -2.95314 2.37206 -0.42 0.43 -0.86
S 0.66031 -1.50175 -0.60827 -0.25 0.08 0.92
O 2.57984 -3.55773 0.24900 -0.10 -0.06 -0.10
C 3.30486 -4.21186 -0.83615 0.03 -0.19 -0.25
C 3.45204 -5.68553 -0.50559 -0.05 0.20 0.10
C 2.66951 -3.98713 -2.19825 0.02 0.09 0.20
H -2.15056 -6.50066 -1.11420 -0.03 0.01 -0.01
H -0.43355 -6.86932 -0.89343 -0.01 -0.06 -0.04
H -0.93738 -5.70495 -2.13549 -0.01 -0.03 -0.03
H -1.70782 -4.14613 -0.35411 0.12 0.11 0.02
H -0.52444 -6.14242 1.62148 -0.01 -0.06 0.00
H -2.26513 -5.99066 1.31496 -0.02 -0.01 -0.04
H -1.38183 -4.63228 1.99888 -0.03 -0.02 0.03
H 4.28087 -3.72447 -0.79812 -0.05 0.00 0.01
H 2.50099 -6.20171 -0.63254 -0.01 -0.02 -0.02
H 3.77625 -5.80502 0.52681 0.08 -0.05 -0.01
H 4.19363 -6.13144 -1.16731 -0.01 -0.06 -0.01
H 1.72225 -4.51916 -2.26322 -0.02 0.00 -0.08
H 3.33667 -4.36782 -2.97049 0.02 0.01 -0.01
H 2.49339 -2.92669 -2.37773 0.03 0.00 -0.09

***

Record 3
6
Properties=species:S:1:pos:R:3:forces:R:3 method="wB97M-V/def2-TZVPD" total_energy_ha=-5361.81853 mol_weight_da=207.824 relative_energy_ev=0.5238 lumo_ev=0.283 e_homo_ev=-10.43 homo_lumo_gap_ev=10.7 multiplicity=1
C 0.17031 0.03240 -0.12160 1.41 -2.66 2.39
O -0.86597 -0.47728 0.65067 -0.60 1.48 -2.27
F 0.02491 -0.01016 -1.42047 -0.97 -0.58 -1.23
Br 1.65173 -1.26914 0.37242 -0.38 0.64 -0.35
Br 0.67054 1.76811 0.29024 0.31 1.68 0.63
H -1.65152 -0.04393 0.22874 0.24 -0.56 0.83

***

Record 4
75
Properties=species:S:1:pos:R:3:forces:R:3 method="wB97M-V/def2-TZVPD" s_squared=0.754 total_energy_ha=-1255.16774 mol_weight_da=387.606 lumo_ev="-2.942 / -9.334" total_charge=+1 e_homo_ev="-11.12 / -10.97" homo_lumo_gap_ev="8.2 / 1.6" multiplicity=2
C 5.89861 -4.28538 0.68763 -0.19 -0.53 0.01
C 5.13661 -5.16630 -0.31845 1.64 -0.26 -0.37
C 4.01006 -4.46682 -0.95710 -0.60 1.55 0.55
O 3.26982 -5.32133 -1.79789 0.08 0.26 0.29
C 2.19955 -4.67899 -2.39750 -1.33 0.70 -1.21
N 6.10512 -5.60516 -1.32458 -0.29 -0.74 -0.10
H 6.29065 -3.40529 0.17788 -0.42 0.32 -0.07
H 6.81908 -4.76268 1.02381 -0.28 -0.44 0.07
H 5.30384 -4.01959 1.56153 0.01 0.20 -0.08
H 4.68665 -6.09865 0.02267 0.31 0.02 0.96
H 4.34586 -3.57112 -1.47965 0.33 0.04 -0.65
H 3.46296 -4.01212 -0.13124 -1.06 -0.28 0.17
H 2.04683 -4.96169 -3.43906 0.42 -0.63 -0.07
H 2.26302 -3.59493 -2.49181 0.73 0.38 0.38
H 1.21167 -4.80903 -1.95560 0.08 -0.53 0.72
H 5.55892 -6.26435 -1.86052 0.41 -0.38 -0.55
H 6.32262 -4.86025 -1.97103 0.14 0.34 -0.03
C -1.77299 1.61113 4.61152 -1.34 -0.85 -1.38
C -2.57291 0.91830 3.44493 0.79 -0.78 0.16
C -4.03976 0.65312 3.73806 -0.02 -0.88 0.50
O -4.56099 -0.27197 2.78267 0.00 0.74 -0.71
C -5.95459 -0.47447 2.87449 -0.35 -1.22 0.25
N -2.49996 1.71143 2.23406 0.52 0.71 0.24
H -0.75662 1.81390 4.27391 -0.15 0.10 0.10
H -1.77041 0.95905 5.48495 0.02 0.22 0.07
H -2.32378 2.53339 4.79634 0.35 0.20 0.42
H -2.10040 -0.01662 3.14367 -0.05 -0.38 0.63
H -4.55615 1.61231 3.70076 -0.35 0.13 0.07
H -4.20098 0.17801 4.70572 0.08 0.25 0.43
H -6.20107 -1.43700 2.42628 0.46 -0.32 0.08
H -6.65537 0.15695 2.32830 0.56 1.06 0.09
H -6.24765 -0.55464 3.92129 -0.19 0.22 0.12
H -2.93309 1.18746 1.48710 -0.34 0.11 -0.08
H -3.09821 2.48166 2.49662 -0.08 0.71 -0.93
C -3.58188 -0.38755 -4.54523 0.92 0.97 0.89
C -2.74845 0.86316 -4.67563 0.28 -0.58 0.55
C -1.19837 0.49539 -4.64482 -2.01 1.66 0.57
O -0.73075 0.25773 -3.26726 -0.25 0.09 -1.36
C 0.65959 0.35386 -3.13697 0.22 -0.05 1.27
N -3.11937 1.61828 -5.86070 0.84 -0.36 -0.79
H -4.61260 -0.03998 -4.61529 -0.11 -0.78 -0.39
H -3.41387 -0.66605 -3.50489 -0.21 -1.04 -0.12
H -3.15741 -1.04990 -5.29970 -0.96 -0.66 0.17
H -3.01810 1.50363 -3.83588 0.67 0.14 0.30
H -0.70532 1.41129 -4.97061 0.61 -0.04 -0.12
H -0.88858 -0.34885 -5.26075 0.01 -0.23 0.03
H 0.84194 1.41615 -3.29943 0.34 0.49 -0.37
H 1.22180 -0.25165 -3.84787 -0.17 0.07 -0.36
H 0.94886 0.17423 -2.10152 -0.20 -0.31 -0.06
H -2.72095 1.15128 -6.66275 0.82 0.13 -0.53
H -4.06806 1.34154 -6.06929 -0.71 0.55 0.40
C -0.13111 6.00157 0.35104 0.70 -0.43 -1.23
C 0.03766 5.10150 1.54868 -0.46 -0.51 -0.17
C 1.39425 4.66145 1.92751 1.77 0.08 -0.50
O -0.49225 5.82693 2.57599 -1.68 0.90 2.68
H -1.16570 5.96234 0.01018 0.10 -0.02 -0.14
H 0.56522 5.70560 -0.43358 -0.24 -0.14 -0.49
H 0.09883 7.04930 0.54466 0.07 -0.12 0.46
H -0.54455 4.18324 1.47156 -0.52 0.00 -0.36
H 1.98734 5.57108 2.02190 0.57 -0.03 -0.12
H 1.82735 4.00884 1.16948 0.26 0.16 -0.18
H 1.50943 4.12845 2.87131 -0.65 0.01 0.10
H 0.19253 6.24791 3.10083 0.07 0.02 -0.02
C 0.69323 -0.11132 2.62107 -0.11 -1.17 -0.91
C 1.49915 -0.49171 1.37065 0.98 0.95 0.13
C 0.82529 -1.28016 0.25614 -0.39 -0.75 1.30
O 2.01898 0.70138 0.82248 0.57 0.93 -0.88
H 0.55302 -1.05800 3.14284 -0.46 0.23 0.43
H -0.25792 0.33623 2.33279 -0.05 -0.02 0.10
H 1.24361 0.58325 3.25570 0.15 -0.14 -0.14
H 2.38745 -1.01819 1.71970 0.00 -0.36 -0.05
H 0.15830 -0.63852 -0.31964 -0.33 -0.15 0.23
H 0.31340 -2.06393 0.81451 -0.80 -0.13 -0.44
H 1.46270 -1.85415 -0.41643 0.54 0.48 0.02
H 1.42800 1.42621 1.03921 -0.06 0.11 0.08

***

Record 5
18
Properties=species:S:1:pos:R:3:forces:R:3 method="wB97M-V/def2-TZVPD" s_squared=0.750 total_energy_ha=-347.43888 mol_weight_da=103.141 relative_energy_ev=1.7832 lumo_ev="6.561 / 6.463" total_charge=-2 e_homo_ev="3.87 / -1.36" homo_lumo_gap_ev="2.7 / 7.8" multiplicity=2
C -1.40411 -1.87716 1.44686 3.52 -0.31 0.10
C -0.29085 -2.99355 1.06196 -6.45 -1.69 1.69
H -0.89675 -1.12192 2.13185 -1.10 -1.25 0.12
H -1.47748 -1.24817 0.59851 -0.66 0.46 -1.31
H -2.32305 -2.35869 1.67640 -0.92 0.00 0.77
H 0.53385 -2.49347 0.98695 5.12 2.85 -1.36
H -0.68710 -3.51106 0.14881 0.85 0.11 0.89
H -0.10040 -3.61471 1.97039 -0.48 -0.25 -0.79
C 0.02567 1.66357 -1.13480 2.24 -3.10 -0.87
C 0.61226 2.45759 0.03516 1.24 -1.66 1.61
C 1.21888 1.44867 -2.21411 -0.94 0.82 0.66
O 1.68139 2.58012 -2.47739 1.04 0.26 -0.98
O 1.53241 0.32753 -2.65983 -0.30 0.23 0.26
H -0.28748 0.56038 -0.95364 -0.14 2.12 0.37
H -0.67827 2.27190 -1.68508 -0.55 -0.11 0.10
H 1.24188 1.85238 0.83327 -2.25 0.27 -0.96
H -0.21263 3.04011 0.43934 0.48 0.28 0.78
H 1.51179 3.01647 -0.20464 -0.70 0.98 -1.06